Here is a structure of composition C2H8N5O5P at a distorted geometry from the OMol25 dataset. Energies are from ωB97M-V with the def2-TZVPD basis set.

Properties
charge = +2
highest occupied orbital energy = -17.74 eV
energy above the lowest of the compared OMol25 structures with the same formula, charge and spin = 21.5 kcal per mole
max |F| = 5.7 eV Å⁻¹

```
21
Properties=species:S:1:pos:R:3:forces:R:3:mulliken_charge:R:1
C -0.10823 1.65550 -1.35262 3.82 -0.88 0.12 0.6175
C 0.56644 -1.61104 1.74552 -2.62 4.96 -0.94 0.7545
N 1.07667 1.40793 -0.59741 -2.88 1.68 -3.54 -0.3461
N 0.58621 -0.76865 2.80076 -1.08 -0.14 -2.10 -0.3055
N -1.89723 -0.90187 -2.57087 0.59 -0.22 -1.66 1.3163
N -0.14860 2.69513 -2.18680 1.82 0.30 1.85 -0.3193
N 1.37867 -2.59419 1.60672 0.02 -1.06 -0.14 -0.3214
O -1.16008 -1.69622 -2.33904 0.38 -0.79 0.88 -0.1758
O -2.62103 -0.22814 -3.06358 -1.29 0.68 0.07 -0.1832
O -1.50209 0.77416 1.53599 -0.49 0.66 0.27 -0.4856
O -0.86677 0.65060 -1.38492 -1.27 0.23 0.08 -0.6312
O -0.18447 -1.18668 0.71101 0.19 -1.72 0.00 -0.2335
P -1.72401 -0.25674 0.54448 1.22 -0.40 0.58 0.5192
H 1.49174 2.09265 -0.07757 1.38 2.66 1.12 0.2834
H 0.99933 0.61803 -0.07705 -0.40 -2.86 1.56 0.1485
H 1.01780 -1.01314 3.61179 1.67 -1.15 2.67 0.1783
H 0.03945 0.08378 2.93248 -0.19 -0.48 -1.00 0.2276
H 0.60765 3.39529 -2.22691 -0.50 -0.79 0.36 0.2404
H -0.79649 2.80342 -2.90111 -1.70 -0.06 -1.09 0.2179
H 1.96219 -2.60320 2.42086 0.97 -1.39 -0.09 0.2194
H 1.28286 -3.31663 0.86825 0.37 0.76 1.02 0.2783
```
Forces are in eV/Å.